(1)
{
  "formula": "C5H8O2",
  "method": "ωB97M-V/def2-TZVPD",
  "orbital_gap_ev": 10.40,
  "lumo_ev": 0.9,
  "e_homo_ev": -9.539,
  "elements": ["C", "C", "C", "C", "C", "O", "O", "H", "H", "H", "H", "H", "H", "H", "H"],
  "coordinates": [[0.055, -0.715, 0.118], [2.240, 0.118, 1.065], [-0.663, -0.164, -1.137], [0.982, 0.265, 0.691], [-1.949, 1.766, -0.550], [-1.917, 0.398, -0.670], [-3.026, 2.009, 0.071], [-0.753, -0.842, 0.818], [0.590, -1.553, -0.077], [2.887, 0.922, 1.414], [2.663, -0.775, 0.977], [-0.238, 0.707, -1.701], [-1.061, -1.005, -1.751], [0.630, 1.330, 0.725], [-3.497, 1.164, 0.378]],
  "forces_ev_per_a": [[-1.1, 3.0, -0.5], [-1.3, 2.9, 0.2], [-1.3, 0.1, -0.2], [0.3, 3.2, 0.3], [1.1, -2.3, -0.9], [0.2, 1.4, 0.3], [-2.4, 0.1, 1.5], [-0.3, -0.7, 0.3], [1.2, -3.0, -0.6], [-0.5, 0.0, -0.1], [2.0, -3.9, -0.2], [0.4, -1.4, 0.3], [1.0, 0.6, 0.0], [-0.1, -1.0, 0.1], [0.7, 1.1, -0.6]],
  "nbo_charge": [-0.480, -0.390, -0.068, -0.160, 0.434, -0.579, -0.662, 0.231, 0.212, 0.202, 0.171, 0.218, 0.196, 0.196, 0.479]
}

---

(2)
{
  "formula": "C5H8O2",
  "method": "ωB97M-V/def2-TZVPD",
  "orbital_gap_ev": 9.26,
  "lumo_ev": 0.7,
  "e_homo_ev": -8.538,
  "elements": ["C", "C", "O", "C", "C", "C", "O", "H", "H", "H", "H", "H", "H", "H", "H"],
  "coordinates": [[1.058, 0.458, -1.361], [0.923, 0.262, 0.132], [0.436, 1.523, 0.725], [-0.770, 1.513, 1.218], [-1.295, 0.102, 1.015], [-0.130, -0.786, 0.557], [-0.433, -1.721, -0.461], [0.084, 0.675, -1.808], [1.736, 1.289, -1.573], [1.446, -0.452, -1.821], [1.896, 0.086, 0.599], [0.251, -1.355, 1.407], [-1.802, -0.248, 1.916], [-2.080, 0.187, 0.244], [-1.319, -1.534, -0.789]],
  "forces_ev_per_a": [[0.0, 0.0, 0.0], [0.0, -0.2, -0.1], [-0.2, 0.1, 0.2], [0.3, -0.3, -0.3], [-0.1, 0.0, 0.0], [0.1, 0.3, 0.2], [-0.2, 0.1, 0.0], [0.1, 0.0, 0.0], [-0.1, -0.1, 0.0], [0.0, 0.1, 0.0], [-0.2, 0.0, -0.1], [0.0, 0.0, 0.0], [0.0, 0.0, -0.1], [0.1, 0.0, 0.1], [0.1, -0.1, 0.0]],
  "nbo_charge": [-0.631, 0.053, -0.466, 0.297, -0.607, 0.057, -0.705, 0.210, 0.225, 0.234, 0.196, 0.183, 0.248, 0.234, 0.471]
}

---

(3)
{
  "formula": "C5H8O2",
  "method": "ωB97M-V/def2-TZVPD",
  "orbital_gap_ev": 9.09,
  "lumo_ev": -0.2,
  "e_homo_ev": -9.256,
  "elements": ["C", "C", "C", "C", "O", "C", "O", "H", "H", "H", "H", "H", "H", "H", "H"],
  "coordinates": [[-2.101, -0.168, -0.901], [-0.974, -0.464, 0.099], [0.345, 0.324, -0.027], [1.038, 0.364, 1.231], [1.127, -0.613, 1.968], [2.311, 0.011, -0.295], [2.850, 0.905, -0.850], [-2.455, 0.871, -0.856], [-2.973, -0.799, -0.677], [-1.800, -0.376, -1.931], [-0.741, -1.525, 0.147], [-1.350, -0.241, 1.116], [0.328, 1.205, -0.671], [1.534, 1.325, 1.424], [2.860, -0.819, 0.223]],
  "forces_ev_per_a": [[0.2, 0.0, -0.1], [0.3, -0.4, -0.1], [0.4, -0.2, 0.0], [-0.6, 0.5, 0.8], [0.0, 0.6, 0.2], [-0.1, 0.2, -1.3], [-0.5, -0.6, 0.3], [0.3, -0.2, 0.0], [0.3, 0.1, 0.0], [0.0, 0.0, 0.1], [-0.1, -0.2, -0.2], [0.3, 0.0, -0.3], [0.1, 0.0, 0.4], [0.3, 0.1, 0.5], [-0.8, 0.0, -0.3]],
  "nbo_charge": [-0.606, -0.435, -0.248, 0.287, -0.591, 0.442, -0.475, 0.206, 0.219, 0.207, 0.232, 0.220, 0.222, 0.142, 0.177]
}

---

(4)
{
  "formula": "C5H8O2",
  "method": "ωB97M-V/def2-TZVPD",
  "orbital_gap_ev": 9.36,
  "lumo_ev": -0.5,
  "e_homo_ev": -9.827,
  "smiles": "CCCC(=O)C=O",
  "elements": ["C", "C", "C", "C", "O", "C", "O", "H", "H", "H", "H", "H", "H", "H", "H"],
  "coordinates": [[-2.195, 0.031, -0.801], [-1.100, -0.399, 0.170], [0.197, 0.382, -0.038], [1.379, -0.267, 0.631], [1.314, -1.038, 1.563], [2.771, 0.053, 0.074], [2.953, 0.780, -0.870], [-2.436, 1.095, -0.696], [-3.114, -0.540, -0.632], [-1.885, -0.139, -1.839], [-0.894, -1.468, 0.040], [-1.435, -0.283, 1.206], [0.433, 0.515, -1.100], [0.114, 1.402, 0.367], [3.589, -0.465, 0.610]],
  "forces_ev_per_a": [[-0.1, 0.0, 0.0], [0.0, -0.1, 0.1], [0.0, 0.0, 0.0], [-0.2, -0.2, 0.2], [0.1, 0.3, -0.4], [0.2, 0.3, -0.3], [-0.1, -0.3, 0.5], [0.0, -0.1, 0.0], [0.1, 0.1, 0.0], [0.0, 0.0, 0.1], [0.0, 0.1, 0.0], [0.1, 0.0, -0.1], [0.0, -0.1, 0.1], [0.0, -0.1, -0.1], [0.0, 0.1, 0.0]],
  "nbo_charge": [-0.603, -0.392, -0.517, 0.487, -0.495, 0.345, -0.475, 0.203, 0.214, 0.203, 0.207, 0.211, 0.238, 0.242, 0.131]
}

---

(5)
{
  "formula": "C5H8O2",
  "method": "ωB97M-V/def2-TZVPD",
  "orbital_gap_ev": 11.25,
  "lumo_ev": 1.0,
  "e_homo_ev": -10.245,
  "smiles": "CC1(OC=O)CC1",
  "elements": ["C", "C", "O", "C", "O", "C", "C", "H", "H", "H", "H", "H", "H", "H", "H"],
  "coordinates": [[-0.210, 1.418, -0.305], [-0.230, 0.038, 0.298], [1.010, -0.133, 0.984], [2.067, -0.124, 0.131], [2.123, -0.667, -0.936], [-0.752, -1.102, -0.499], [-1.410, -0.730, 0.803], [-1.079, 1.630, -0.930], [0.695, 1.427, -0.931], [-0.077, 2.214, 0.428], [2.882, 0.501, 0.523], [-1.247, -0.825, -1.424], [-0.121, -1.979, -0.541], [-2.387, -0.260, 0.760], [-1.264, -1.407, 1.640]],
  "forces_ev_per_a": [[0.1, 0.1, -0.2], [-0.1, 0.1, -0.2], [0.3, 0.0, -0.1], [0.3, -0.2, -0.2], [-0.1, 0.2, 0.4], [0.1, -0.1, -0.2], [-0.1, 0.1, 0.1], [0.1, -0.1, 0.1], [-0.5, 0.3, -0.2], [-0.2, -0.1, 0.2], [0.1, -0.3, 0.3], [0.0, -0.2, 0.1], [-0.2, 0.0, 0.0], [0.2, 0.0, 0.1], [0.1, 0.2, -0.1]],
  "nbo_charge": [-0.623, 0.231, -0.517, 0.650, -0.557, -0.430, -0.431, 0.219, 0.214, 0.217, 0.121, 0.216, 0.237, 0.220, 0.232]
}

---

(6)
{
  "formula": "C5H8O2",
  "method": "ωB97M-V/def2-TZVPD",
  "orbital_gap_ev": [5.90, 9.53],
  "lumo_ev": [-0.8, 0.8],
  "e_homo_ev": [-6.659, -8.706],
  "elements": ["C", "C", "O", "C", "C", "C", "O", "H", "H", "H", "H", "H", "H", "H", "H"],
  "coordinates": [[-2.029, -0.219, -0.118], [-0.995, 0.758, 0.170], [-0.411, 0.783, 1.352], [0.986, 0.661, 1.116], [1.291, -0.774, 0.466], [1.405, 0.331, -0.227], [1.638, 0.911, -1.412], [-1.490, -1.208, -0.258], [-2.756, -0.307, 0.697], [-2.536, 0.010, -1.055], [-0.617, 1.429, -0.591], [1.581, 1.175, 1.873], [0.808, -2.060, -0.955], [1.389, -1.690, 1.012], [1.735, 0.200, -2.070]],
  "forces_ev_per_a": [[0.3, -0.8, -0.2], [-1.4, 1.0, -1.5], [1.1, 0.4, 1.1], [-0.2, -1.0, -0.1], [0.7, 1.3, 0.9], [0.1, -0.3, 0.2], [0.0, -0.5, 0.0], [-0.6, 0.4, 0.2], [0.1, -0.2, -0.1], [-0.1, 0.0, 0.1], [-0.1, 0.0, 0.0], [-0.1, -0.3, -0.1], [-0.2, 0.0, -0.1], [0.2, -0.1, -0.4], [0.0, 0.2, 0.1]],
  "nbo_charge": [-0.696, 0.152, -0.494, 0.035, -0.344, 0.292, -0.651, 0.216, 0.228, 0.224, 0.159, 0.199, -0.091, 0.276, 0.496]
}

---

(7)
{
  "formula": "C5H8O2",
  "method": "ωB97M-V/def2-TZVPD",
  "orbital_gap_ev": 3.87,
  "lumo_ev": -3.4,
  "e_homo_ev": -7.237,
  "elements": ["O", "C", "O", "C", "C", "C", "C", "H", "H", "H", "H", "H", "H", "H", "H"],
  "coordinates": [[3.665, -0.252, -2.067], [3.488, 0.952, -1.972], [0.113, -0.168, 2.699], [3.336, 2.275, -1.823], [-4.565, -0.994, 0.228], [-3.353, -0.417, 0.801], [-2.354, -1.213, 1.224], [0.838, 0.076, 3.286], [3.147, 3.044, -2.616], [3.800, 1.436, -0.150], [-5.339, -0.271, -0.089], [-4.681, -2.101, 0.089], [-3.400, 0.689, 0.909], [-1.453, -0.825, 1.658], [-2.443, -2.308, 1.103]],
  "forces_ev_per_a": [[-0.8, 4.2, 0.1], [0.5, -1.5, -0.1], [-0.7, -0.2, -0.5], [0.7, -4.9, 0.8], [2.7, 1.0, 1.1], [-5.1, 0.4, -1.8], [1.4, -1.6, 0.4], [-0.1, -0.1, 0.0], [0.4, -0.3, 1.9], [-0.9, 2.5, -2.7], [0.3, -0.8, 0.1], [0.1, 1.3, 0.1], [0.6, -1.0, 0.0], [0.9, 0.3, 0.5], [0.0, 0.7, 0.1]],
  "nbo_charge": [-0.537, 0.510, -1.076, -0.538, -0.112, -0.336, -0.068, 0.421, 0.283, 0.282, 0.213, 0.214, 0.245, 0.306, 0.193]
}

---

(8)
{
  "formula": "C5H8O2",
  "method": "ωB97M-V/def2-TZVPD",
  "orbital_gap_ev": 9.63,
  "lumo_ev": 0.8,
  "e_homo_ev": -8.865,
  "elements": ["O", "C", "C", "C", "C", "O", "C", "H", "H", "H", "H", "H", "H", "H", "H"],
  "coordinates": [[-2.719, -0.232, 0.591], [-1.720, -0.907, 0.088], [-0.851, -0.021, -0.776], [0.547, 0.070, -0.177], [1.665, -0.641, -0.798], [1.481, 0.757, -0.998], [0.581, 0.411, 1.293], [-2.733, 0.715, 0.308], [0.058, -0.360, 1.864], [-1.238, 1.015, -0.899], [-0.789, -0.477, -1.772], [2.531, -0.911, -0.192], [1.490, -1.267, -1.672], [0.086, 1.371, 1.481], [1.610, 0.477, 1.658]],
  "forces_ev_per_a": [[0.1, 0.0, -0.1], [-0.1, 0.5, -0.1], [0.1, -0.1, 0.0], [-0.1, -0.1, 0.2], [0.1, -0.3, 0.0], [0.0, 0.2, -0.1], [0.1, 0.1, 0.0], [0.0, -0.2, 0.1], [0.0, 0.0, 0.0], [0.0, -0.2, 0.1], [0.0, 0.1, 0.1], [-0.2, 0.0, -0.1], [0.0, 0.1, 0.1], [0.1, -0.1, -0.1], [-0.1, 0.0, -0.1]],
  "nbo_charge": [-0.630, 0.311, -0.586, 0.221, -0.100, -0.492, -0.638, 0.452, 0.229, 0.176, 0.252, 0.184, 0.183, 0.212, 0.227]
}

---

(9)
{
  "formula": "C5H8O2",
  "method": "ωB97M-V/def2-TZVPD",
  "orbital_gap_ev": 11.00,
  "lumo_ev": 0.8,
  "e_homo_ev": -10.219,
  "smiles": "C#C[C@H](O)CCO",
  "elements": ["C", "C", "C", "O", "C", "C", "O", "H", "H", "H", "H", "H", "H", "H", "H"],
  "coordinates": [[-2.126, 0.094, 1.132], [-1.254, -0.390, 0.454], [-0.214, -1.009, -0.401], [0.156, -2.288, 0.077], [1.077, -0.177, -0.499], [0.861, 1.336, -0.430], [0.723, 1.819, 0.889], [-2.875, 0.532, 1.755], [-0.653, -1.089, -1.408], [-0.645, -2.814, 0.193], [1.736, -0.486, 0.319], [1.582, -0.447, -1.434], [1.732, 1.855, -0.840], [-0.003, 1.613, -1.056], [-0.097, 1.451, 1.250]],
  "forces_ev_per_a": [[0.4, -0.2, -0.3], [-0.3, 0.2, 0.3], [0.0, 0.3, -0.1], [-0.2, -0.2, 0.0], [0.0, 0.0, 0.0], [0.1, -0.1, -0.4], [-0.2, 0.0, 0.2], [0.1, -0.1, -0.1], [0.0, 0.0, 0.1], [0.1, 0.0, 0.0], [-0.1, 0.1, 0.0], [-0.1, 0.0, 0.1], [-0.1, -0.1, 0.0], [0.1, 0.0, 0.1], [0.2, 0.1, 0.0]],
  "nbo_charge": [-0.252, -0.040, 0.023, -0.695, -0.433, -0.067, -0.722, 0.247, 0.189, 0.474, 0.232, 0.217, 0.188, 0.159, 0.479]
}

---

Values of energy above the lowest of the compared OMol25 structures with the same formula, charge and spin, in order: 336.5 275.3 325.5 77.4 134.0 815.2 1178.2 376.9 242.4, all in kJ/mol.